Record 1
Density functional theory data (ωB97M-V/def2-TZVPD) for one molecule with the formula CH3ClOS.

```
7
Properties=species:S:1:pos:R:3:lowdin_charge:R:1
C -1.10852 -0.42964 0.26228 -0.64
H 0.60386 -1.74637 -0.55739 -0.10
H -1.41918 0.57341 0.60088 0.08
H 1.47494 1.92755 0.43913 -0.17
O -1.84055 -1.37985 0.23574 -0.03
S 0.59835 -0.44299 -0.22980 0.58
Cl 1.69108 1.49788 -0.75084 0.28
```

Computed properties:
Frontier orbital gap = 9.10 eV
Calculated total energy = -26488.0586 eV
HOMO energy = -0.3202 hartree

=====

Record 2
Density functional theory data (ωB97M-V/def2-TZVPD) for C5H8O as an isolated structure.

```
14
Properties=species:S:1:pos:R:3:lowdin_charge:R:1
C -1.82664 -0.28141 -0.28433 -0.12
C -1.22776 1.07865 -0.37035 -0.12
C -0.45483 -0.03018 0.30195 -0.32
C 0.58573 -0.74142 -0.49375 -0.10
C 2.12425 -0.35618 0.35018 -0.13
O 1.38768 -1.54388 0.36501 -0.12
H -1.83969 -0.87613 -1.19278 0.10
H -2.63282 -0.47008 0.41490 0.10
H -1.63257 1.85290 0.27522 0.10
H -0.88287 1.43036 -1.33952 0.10
H -0.37236 -0.00337 1.39048 0.14
H 1.63658 0.15493 -0.65197 0.13
H 3.15232 -0.49761 0.01231 0.12
H 1.98298 0.28341 1.22267 0.11
```

Computed properties:
Frontier orbital gap = 9.44 eV
Calculated total energy = -7356.9245 eV
HOMO energy = -0.3084 hartree

=====

Record 3
Density functional theory data (ωB97M-V/def2-TZVPD) for one molecule with the formula C4H6N2O.

```
13
Properties=species:S:1:pos:R:3:lowdin_charge:R:1
C -1.33792 1.01600 1.36350 -0.03
C -0.40752 0.61464 0.26921 -0.42
N 0.71066 1.20922 -0.04037 0.09
C 1.43145 0.30548 -0.79915 -0.10
C 0.71657 -0.84954 -0.92699 -0.38
O 0.93682 -2.07353 -1.46285 0.07
N -0.46925 -0.64165 -0.28477 0.15
H -1.14068 2.04759 1.65746 0.08
H -1.10897 0.37367 2.22504 0.08
H -2.39830 0.89371 1.11953 0.07
H 2.43352 0.52581 -1.14108 0.10
H 1.85582 -2.11122 -1.74904 0.11
H -1.22218 -1.31016 -0.23051 0.17
```

Computed properties:
Frontier orbital gap = 8.70 eV
Calculated total energy = -9272.8364 eV
SMILES = Cc1ncc(O)[nH]1
HOMO energy = -0.2940 hartree

=====

Record 4
Density functional theory data (ωB97M-V/def2-TZVPD) for C45H37BrCsN4O2P2S2Te as an isolated structure.

```
95
Properties=species:S:1:pos:R:3:lowdin_charge:R:1
Cs 0.07843 -0.95965 -1.59417 0.98
Te -0.59724 2.83030 -1.47307 1.16
C -0.64071 4.91987 -1.14320 -0.54
C 0.42579 5.73485 -1.49583 -0.14
C 0.33409 7.10019 -1.25508 -0.16
N -0.72741 7.68782 -0.69787 0.04
C -1.74945 6.89202 -0.36904 -0.16
C -1.75836 5.51814 -0.57408 -0.12
C -0.07600 2.12133 0.56224 -0.91
P -1.54024 1.01155 0.62972 0.69
C -1.54919 0.13054 2.27094 -0.37
C -0.91232 0.59248 3.42183 -0.09
C -1.10629 -0.03423 4.64551 -0.09
C -1.95466 -1.13335 4.74017 -0.11
C -2.59478 -1.60540 3.60210 -0.10
C -2.38348 -0.98049 2.37678 -0.12
C -2.79621 2.29667 1.15578 -0.40
C -2.48740 3.33787 2.02827 -0.11
C -3.44859 4.27238 2.39109 -0.10
C -4.74000 4.18978 1.87467 -0.11
C -5.06057 3.15617 1.00628 -0.10
C -4.09262 2.21635 0.65738 -0.11
P 1.55235 1.43107 0.09079 0.68
C 2.56650 2.99187 0.05803 -0.40
C 2.19728 4.16358 0.71049 -0.13
C 3.02766 5.27895 0.69219 -0.10
C 4.23765 5.24296 0.00819 -0.11
C 4.61133 4.08222 -0.65920 -0.10
C 3.77910 2.96880 -0.63117 -0.10
C 2.30841 0.77786 1.66816 -0.36
C 2.29008 1.47427 2.87800 -0.11
C 2.93369 0.97357 3.99882 -0.08
C 3.62819 -0.23336 3.92600 -0.10
C 3.67350 -0.92807 2.72784 -0.11
C 3.01199 -0.42244 1.60903 -0.13
H 1.32558 5.31792 -1.93300 0.09
H 1.16255 7.75324 -1.51408 0.10
H -2.60923 7.37803 0.08311 0.10
H -2.61985 4.92821 -0.28311 0.08
H -0.26842 1.45936 3.35425 0.08
H -0.60363 0.33929 5.53216 0.10
H -2.11057 -1.61992 5.69733 0.10
H -3.24949 -2.46649 3.66680 0.10
H -2.87776 -1.35169 1.48462 0.10
H -1.47214 3.42226 2.40126 0.09
H -3.18833 5.07962 3.06667 0.10
H -5.48576 4.93037 2.14276 0.09
H -6.06050 3.08325 0.59376 0.09
H -4.34500 1.41228 -0.02725 0.10
H 1.23326 4.19699 1.21011 0.09
H 2.72172 6.18708 1.20021 0.10
H 4.87976 6.11687 -0.01303 0.09
H 5.54661 4.04751 -1.20555 0.09
H 4.06848 2.06316 -1.15472 0.10
H 1.76314 2.42206 2.92846 0.10
H 2.91057 1.52647 4.93153 0.10
H 4.14042 -0.61919 4.80050 0.10
H 4.21470 -1.86451 2.66172 0.10
H 3.05101 -0.96422 0.66964 0.10
O 0.10303 -6.44099 -4.30922 0.03
C 1.39138 -6.06624 -4.26274 -0.28
C 2.35420 -6.99158 -4.67011 -0.03
C 3.69909 -6.66549 -4.64327 -0.11
C 4.11232 -5.40874 -4.20441 -0.11
C 3.15575 -4.49430 -3.79397 -0.04
C 1.79528 -4.79448 -3.81704 -0.07
C 0.83263 -3.72760 -3.37619 -0.50
O 1.27873 -2.65483 -2.88918 -0.42
N -0.44196 -4.02241 -3.60546 -0.06
N -1.37176 -3.02308 -3.27750 -0.14
C -2.25361 -2.89967 -4.18584 -0.92
S -3.63582 -1.82031 -4.04712 0.90
C -3.90395 -1.77684 -5.83590 -0.54
C -3.74257 -3.19870 -6.33793 -0.55
S -2.17445 -3.85162 -5.68764 0.93
H -0.42213 -5.62651 -4.05144 0.05
H 2.01682 -7.96632 -5.00617 0.11
H 4.43123 -7.39614 -4.97166 0.09
H 5.16349 -5.14867 -4.18855 0.09
H 3.43787 -3.51167 -3.43686 0.11
H -3.16430 -1.11772 -6.28602 0.07
H -4.90267 -1.37796 -6.01464 0.07
H -3.69862 -3.23944 -7.42722 0.07
H -4.56334 -3.82266 -5.98738 0.07
Br -0.22354 -5.10778 6.01849 0.72
C -0.18925 -4.34515 4.28386 -0.70
C -0.92829 -4.92041 3.26748 -0.12
C -0.87819 -4.31145 2.02218 -0.14
N -0.16848 -3.21331 1.76358 0.08
C 0.52593 -2.67932 2.76709 -0.13
C 0.55636 -3.21049 4.04973 -0.11
H -1.52335 -5.80743 3.43338 0.10
H -1.43809 -4.73060 1.19165 0.11
H 1.07258 -1.77153 2.55185 0.09
H 1.13006 -2.73299 4.83247 0.11
```

Computed properties:
Frontier orbital gap = 5.99 eV
Calculated total energy = -175453.5810 eV
HOMO energy = -0.1500 hartree
Net charge = -1

=====

Record 5
Density functional theory data (ωB97M-V/def2-TZVPD) for a 2-piece molecular cluster, C2H7N overall.

```
10
Properties=species:S:1:pos:R:3:lowdin_spin:R:1
C -1.82377 -0.56421 -0.40957 0.42
N -1.33472 0.26884 0.58316 0.43
C 1.63339 0.41619 0.32587 0.01
H -1.91005 -1.66426 -0.13150 0.04
H -1.33302 -0.62064 -1.42119 0.08
H -1.69325 0.89053 -0.22805 0.00
H 0.73147 0.94559 0.00191 0.01
H 1.92106 0.72212 1.30433 0.00
H 1.33417 -0.62602 0.27321 0.00
H 2.47472 0.23186 -0.29819 0.00
```

Computed properties:
2S+1 = 2
Frontier orbital gap (alpha / beta) = 4.57 / 6.93 eV
Calculated total energy = -3673.5698 eV
HOMO energy (alpha / beta) = 0.0012 / -0.0867 hartree
Net charge = -1

=====

Record 6
Density functional theory data (ωB97M-V/def2-TZVPD) for a 3-piece molecular cluster, C25H50N2O4 overall.

```
81
Properties=species:S:1:pos:R:3:lowdin_spin:R:1
C -2.52964 3.63719 6.85366 0.00
C -1.99164 2.98094 5.77929 0.00
C -2.73611 1.96683 4.94486 0.00
C -3.07077 2.68416 3.63003 0.00
O -3.30820 1.84799 2.52722 0.00
C -2.22860 0.99525 2.18279 0.00
C -0.88411 1.67741 2.00158 0.00
O -0.94261 2.59027 0.92305 0.00
C -0.54647 3.90343 1.25319 0.00
H -2.73293 3.07018 7.75260 0.00
H -2.74537 4.69456 6.80132 0.00
H -0.98105 3.18591 5.42955 0.00
H -2.07591 1.10313 4.82835 0.00
H -3.62740 1.63246 5.46363 0.00
H -2.33526 3.46391 3.42993 0.00
H -4.00176 3.22018 3.79901 0.00
H -2.18840 0.16831 2.89497 0.00
H -2.49867 0.55413 1.22698 0.00
H -0.50447 2.10693 2.92837 0.00
H -0.17587 0.88818 1.72185 0.00
H 0.44307 4.15868 0.86898 0.00
H -0.58439 4.12547 2.31817 0.00
H -1.24372 4.58729 0.76886 0.00
C -1.65266 0.72867 -1.47933 0.00
C -0.83074 0.95293 -2.77680 0.03
C -1.44185 2.06746 -3.64027 0.02
C -2.63778 1.64704 -4.49094 0.00
C -2.31134 0.38184 -5.27858 0.01
C -1.84311 -0.75572 -4.37185 0.03
N -0.69842 -0.33971 -3.51020 0.35
O 0.36573 -0.29696 -4.24148 0.55
C -3.03989 -1.22967 -3.52540 0.00
C -1.47355 -1.96871 -5.22130 0.00
C 0.51509 1.47253 -2.28062 0.00
H -2.15040 -0.23794 -1.44002 0.00
H -1.01087 0.73747 -0.60229 0.00
H -2.41035 1.49952 -1.33603 0.00
H -0.67445 2.45569 -4.31764 0.00
H -1.72742 2.90467 -3.00072 0.00
H -3.52276 1.50243 -3.86525 0.00
H -2.88802 2.45178 -5.18564 0.00
H -3.18903 0.06226 -5.84445 0.00
H -1.53812 0.61045 -6.01875 0.00
H -2.73959 -2.01399 -2.82836 0.00
H -3.81214 -1.64361 -4.17412 0.00
H -3.51832 -0.43338 -2.95936 0.00
H -0.71591 -1.73806 -5.96775 0.00
H -2.35246 -2.32925 -5.75527 0.00
H -1.10375 -2.78375 -4.59696 0.00
H 1.04502 0.70670 -1.71641 0.00
H 0.36409 2.32905 -1.62207 0.00
H 1.16152 1.80967 -3.09000 0.00
C 3.86270 -3.47225 2.56082 0.00
C 4.19526 -2.97537 1.12650 0.03
C 4.62261 -1.49808 1.13443 0.01
C 3.47733 -0.49132 1.20467 0.00
C 2.42496 -0.81140 0.14827 0.01
C 1.91440 -2.24540 0.25778 0.03
N 3.03149 -3.23454 0.22893 0.35
O 3.45699 -3.33030 -0.98658 0.56
C 1.08683 -2.37114 1.55180 0.00
C 0.90732 -2.51340 -0.85953 0.00
C 5.42510 -3.78403 0.71563 0.00
H 2.81357 -3.71291 2.70448 0.00
H 4.38758 -4.40047 2.78673 0.00
H 4.14421 -2.74127 3.32050 0.00
H 5.19283 -1.28654 0.22458 0.00
H 5.30964 -1.32462 1.96469 0.00
H 3.03742 -0.47806 2.20630 0.00
H 3.86791 0.51441 1.03400 0.00
H 1.59010 -0.11314 0.24243 0.00
H 2.85198 -0.64179 -0.84518 0.00
H 0.73587 -3.39447 1.69402 0.00
H 0.20807 -1.72680 1.49348 0.00
H 1.62436 -2.06594 2.44753 0.00
H 1.32277 -2.33011 -1.84892 0.00
H 0.04447 -1.85525 -0.74834 0.00
H 0.54940 -3.54397 -0.82205 0.00
H 5.18620 -4.84316 0.61329 0.00
H 6.19468 -3.68259 1.48165 0.00
H 5.85573 -3.43828 -0.22232 0.00
```

Computed properties:
2S+1 = 3
Frontier orbital gap = 8.27 eV
Calculated total energy = -37898.1659 eV
HOMO energy = -0.2969 hartree

=====

Record 7
Density functional theory data (ωB97M-V/def2-TZVPD) for one molecule with the formula C11H21NSi.

```
34
Properties=species:S:1:pos:R:3:lowdin_charge:R:1
C 2.78997 -1.43849 0.62114 -0.04
C 1.66907 -0.58245 0.10012 -0.24
C 0.62202 -1.07164 -0.57468 -0.30
C 0.42491 -2.50480 -1.06091 -0.06
C -0.29671 0.02673 -1.06886 -0.20
Si -1.94352 -0.23464 0.13450 0.55
C -1.28848 -0.30522 1.89539 -0.14
C -3.07567 1.28307 0.00067 -0.18
N -2.64241 -1.74538 -0.23396 -0.06
C 0.52953 1.25415 -0.69134 -0.26
C 0.16652 2.54182 -1.37376 -0.05
C 1.62034 0.86573 0.03358 -0.22
C 2.51753 1.82175 0.77588 -0.04
H 3.02727 -1.41825 1.69750 0.08
H 3.64361 -1.24846 0.01254 0.07
H 2.57287 -2.56341 0.53030 0.09
H -0.60696 -2.55943 -1.53330 0.07
H 0.51423 -3.19526 -0.24769 0.06
H 1.11867 -2.79586 -1.87101 0.09
H -0.43663 -0.15886 -2.09616 0.11
H -1.83919 0.19611 2.70378 0.05
H -1.31440 -1.31941 2.10272 -0.01
H -0.23704 -0.13954 1.91357 0.01
H -2.72531 2.20575 0.44974 0.03
H -3.49450 1.55896 -0.92907 0.00
H -3.96755 1.05188 0.61289 0.03
H -2.24601 -2.61963 0.11112 0.05
H -3.59521 -1.83645 -0.58728 0.04
H -0.90056 2.66818 -1.38312 0.05
H 0.77871 2.45764 -2.25467 0.08
H 0.40503 3.47348 -0.68772 0.11
H 2.46517 2.95825 0.46555 0.11
H 3.51157 1.38159 0.66351 0.07
H 2.23314 1.99209 1.76900 0.05
```

Computed properties:
Frontier orbital gap = 8.11 eV
Calculated total energy = -21115.1437 eV
SMILES = CC1=C(C)C([Si](C)(C)N)C(C)=C1C
HOMO energy = -0.2692 hartree

=====

Record 8
Density functional theory data (ωB97M-V/def2-TZVPD) for one molecule with the formula C4H6N2O.

```
13
Properties=species:S:1:pos:R:3:lowdin_charge:R:1
C -2.67703 0.26268 -0.24150 -0.08
N -1.64591 -0.71017 -0.63918 0.09
C -0.57612 -0.31714 -0.26154 -0.11
C 0.50579 0.21282 0.29745 -0.02
C 1.69465 -0.43630 -0.21805 -0.60
N 2.86998 -0.13526 0.40622 0.15
O 1.61018 -1.28976 -1.09779 0.03
H -3.59928 -0.00218 -0.73772 0.07
H -2.77418 0.13408 0.84382 0.09
H -2.37976 1.30271 -0.43517 0.09
H 0.39558 0.81171 1.19763 0.11
H 2.96219 0.75120 0.87444 0.10
H 3.68379 -0.50501 -0.05632 0.10
```

Computed properties:
Frontier orbital gap = 8.84 eV
Calculated total energy = -9270.8698 eV
SMILES = CN=C=CC(N)=O
HOMO energy = -0.3159 hartree

=====

Q: Which of these has the lowest calculated total energy?
A: C45H37BrCsN4O2P2S2Te

=====

Please write out number 8 again, unchanged.
Density functional theory data (ωB97M-V/def2-TZVPD) for one molecule with the formula C4H6N2O.

```
13
Properties=species:S:1:pos:R:3:lowdin_charge:R:1
C -2.67703 0.26268 -0.24150 -0.08
N -1.64591 -0.71017 -0.63918 0.09
C -0.57612 -0.31714 -0.26154 -0.11
C 0.50579 0.21282 0.29745 -0.02
C 1.69465 -0.43630 -0.21805 -0.60
N 2.86998 -0.13526 0.40622 0.15
O 1.61018 -1.28976 -1.09779 0.03
H -3.59928 -0.00218 -0.73772 0.07
H -2.77418 0.13408 0.84382 0.09
H -2.37976 1.30271 -0.43517 0.09
H 0.39558 0.81171 1.19763 0.11
H 2.96219 0.75120 0.87444 0.10
H 3.68379 -0.50501 -0.05632 0.10
```

Computed properties:
Frontier orbital gap = 8.84 eV
Calculated total energy = -9270.8698 eV
SMILES = CN=C=CC(N)=O
HOMO energy = -0.3159 hartree

=====

Q: Number 5 is which compound?
A: C2H7N